(1)
DFT (ωB97M-V/def2-TZVPD) results for a cluster of 5 separate species, C19H42O15PS in total at a distorted geometry.

Structure (ORCA input):
```
! RIJCOSX wB97M-V def2-TZVPD def2/J DEFGRID3
* xyz 1 1
O 2.795 -0.714 -1.700
S 2.227 -1.736 -0.687
O 0.965 -1.070 -0.020
O 3.381 -1.906 0.566
C 1.638 -3.351 -1.429
C 2.745 -4.143 -2.345
C 3.282 -3.319 -3.656
P 1.972 -2.241 -4.533
H 4.230 -2.188 0.079
H 0.627 -3.210 -2.005
H 1.396 -4.072 -0.508
H 3.642 -4.505 -1.662
H 2.214 -5.141 -2.718
H 3.635 -4.132 -4.454
H 4.257 -2.734 -3.353
H 2.671 -1.024 -4.970
H 0.883 -1.821 -3.666
H 1.445 -2.833 -5.767
C -4.788 -3.806 -6.406
C -4.524 -2.372 -6.829
O -4.302 -1.539 -5.685
C -3.059 -1.603 -5.146
O -2.133 -2.290 -5.552
O -3.026 -0.790 -4.061
C -1.790 -0.824 -3.351
H -5.599 -3.849 -5.672
H -5.056 -4.422 -7.269
H -3.905 -4.246 -5.930
H -5.408 -1.977 -7.342
H -3.687 -2.305 -7.532
H -0.942 -0.639 -4.017
H -1.680 -1.788 -2.843
H -1.811 -0.034 -2.595
C 0.111 1.715 0.793
C -1.393 1.767 0.995
O -1.719 1.703 2.389
C -1.592 2.866 3.075
O -1.238 3.939 2.611
O -1.901 2.626 4.374
C -1.730 3.756 5.226
H 0.538 0.844 1.300
H 0.358 1.663 -0.271
H 0.597 2.599 1.217
H -1.854 0.894 0.520
H -1.833 2.656 0.530
H -2.264 4.631 4.840
H -0.665 3.976 5.345
H -2.144 3.508 6.207
C 10.434 -1.418 -1.000
C 9.790 -0.435 -0.039
O 8.707 0.258 -0.673
C 7.538 -0.426 -0.750
O 7.336 -1.554 -0.324
O 6.637 0.349 -1.403
C 5.380 -0.287 -1.621
H 10.723 -0.916 -1.929
H 11.321 -1.874 -0.551
H 9.737 -2.216 -1.274
H 10.525 0.324 0.252
H 9.455 -0.928 0.881
H 4.967 -0.685 -0.689
H 5.489 -1.082 -2.366
H 4.685 0.461 -2.012
C -5.327 2.699 4.677
C -6.830 2.752 4.879
O -7.157 2.687 6.272
C -7.029 3.850 6.959
O -6.675 4.924 6.495
O -7.338 3.610 8.257
C -7.168 4.741 9.110
H -4.899 1.828 5.184
H -5.080 2.648 3.613
H -4.840 3.584 5.100
H -7.291 1.878 4.404
H -7.271 3.641 4.413
H -7.702 5.616 8.724
H -6.102 4.960 9.228
H -7.582 4.492 10.090
*
```

E_HOMO (eV): -11.8
DFT total energy (hartree): -2616.91922
Max |F| (eV/A): 8.362

(2)
DFT (ωB97M-V/def2-TZVPD) results for a cluster of 3 separate species, C19H42O8PS in total at a distorted geometry.

Structure (ORCA input):
```
! RIJCOSX wB97M-V def2-TZVPD def2/J DEFGRID3
* xyz 1 1
C 10.656 -0.401 -1.141
C 10.083 0.746 -0.314
C 9.472 1.857 -1.177
C 8.315 2.586 -0.492
C 7.016 1.781 -0.561
C 5.899 2.485 0.221
P 4.390 1.527 0.481
S 4.190 -0.143 -0.693
C 2.898 2.577 0.409
O 1.788 1.780 0.652
C 0.948 1.520 -0.490
C 0.078 0.308 -0.185
O -1.204 0.597 -0.671
C -2.088 -0.518 -0.608
C -3.422 -0.109 -1.190
H 11.266 -0.024 -1.965
H 9.855 -1.007 -1.573
H 11.278 -1.061 -0.534
H 10.864 1.166 0.325
H 9.323 0.353 0.373
H 9.113 1.423 -2.119
H 10.243 2.581 -1.450
H 8.157 3.565 -0.954
H 8.568 2.764 0.560
H 6.723 1.673 -1.610
H 7.179 0.778 -0.156
H 6.252 2.740 1.227
H 5.597 3.418 -0.267
H 4.410 0.989 1.768
H 4.502 0.533 -1.813
H 3.001 3.331 1.202
H 2.885 3.105 -0.554
H 1.573 1.364 -1.375
H 0.296 2.380 -0.666
H 0.071 0.138 0.901
H 0.476 -0.598 -0.666
H -1.656 -1.358 -1.170
H -2.204 -0.835 0.437
H -3.276 0.338 -2.176
H -3.905 0.635 -0.556
H -4.076 -0.976 -1.290
C -1.394 -5.787 2.707
C -1.540 -4.338 3.115
O -2.758 -3.757 2.612
C -3.862 -4.081 3.291
O -3.908 -4.767 4.278
O -4.902 -3.502 2.693
C -6.166 -3.771 3.316
H -1.459 -5.887 1.623
H -0.423 -6.164 3.032
H -2.169 -6.398 3.165
H -0.755 -3.725 2.673
H -1.511 -4.222 4.198
H -6.139 -3.499 4.369
H -6.418 -4.825 3.220
H -6.888 -3.160 2.783
C -8.909 3.390 -3.318
C -9.588 2.069 -3.036
O -8.635 1.045 -2.683
C -8.198 1.084 -1.428
O -8.589 1.819 -0.558
O -7.381 0.043 -1.242
C -6.919 -0.108 0.102
H -8.153 3.272 -4.096
H -9.648 4.113 -3.664
H -8.436 3.785 -2.420
H -10.076 1.678 -3.926
H -10.324 2.158 -2.238
H -7.753 -0.166 0.797
H -6.275 0.726 0.379
H -6.355 -1.037 0.115
*
```

Energy above the lowest of the compared OMol25 structures with the same formula, charge and spin (eV): 0.000
E_HOMO (eV): -12.0
DFT total energy (hartree): -2090.35954
Max |F| (eV/A): 1.242

(3)
DFT (ωB97M-V/def2-TZVPD) results for a cluster of 7 separate species, C19H43BF4NO13 in total at a distorted geometry.

Structure (ORCA input):
```
! RIJCOSX wB97M-V def2-TZVPD def2/J DEFGRID3
* xyz -1 1
N 0.601 -0.876 -0.203
H 1.117 -1.238 -0.992
H -0.353 -1.202 -0.247
H 0.644 0.131 -0.131
H 1.145 -1.282 0.545
C 3.734 -2.573 3.090
C 2.365 -2.686 2.432
C 1.363 -1.697 3.068
O 2.440 -2.744 1.018
H 3.741 -2.323 4.151
H 4.421 -1.976 2.490
H 4.195 -3.549 3.239
H 2.011 -3.675 2.723
H 0.356 -2.035 2.820
H 1.530 -0.635 2.893
H 1.325 -1.868 4.144
B 2.944 -2.275 -2.671
F 1.960 -1.271 -2.573
F 3.938 -1.936 -1.751
F 2.425 -3.458 -2.140
F 3.330 -2.431 -3.940
C -5.698 -3.177 -0.553
C -4.240 -2.843 -0.147
O -3.423 -3.946 0.155
C -2.111 -3.809 0.225
O -1.520 -2.712 -0.061
O -1.556 -5.012 0.366
C -0.105 -5.174 0.150
H -5.673 -3.786 -1.457
H -6.360 -2.316 -0.647
H -6.212 -3.803 0.176
H -4.326 -2.167 0.704
H -3.836 -2.100 -0.834
H 0.185 -4.711 -0.794
H 0.036 -6.251 0.242
H 0.510 -4.610 0.851
C 1.726 4.237 2.525
C 0.556 4.551 1.547
O -0.614 3.771 1.929
C -0.662 2.452 1.749
O 0.161 1.681 1.256
O -1.864 2.106 2.190
C -2.367 0.844 2.030
H 1.495 4.698 3.485
H 2.696 4.665 2.272
H 1.786 3.169 2.738
H 0.910 4.263 0.558
H 0.265 5.599 1.472
H -1.568 0.179 2.359
H -2.728 0.538 1.048
H -3.172 0.826 2.765
C -4.574 2.592 -0.794
C -4.684 1.174 -1.410
O -3.848 1.061 -2.451
C -2.585 0.589 -2.361
O -2.017 0.397 -1.288
O -2.111 0.362 -3.585
C -0.838 -0.229 -3.782
H -3.504 2.793 -0.740
H -5.017 2.536 0.201
H -4.884 3.464 -1.371
H -5.682 0.980 -1.804
H -4.549 0.359 -0.698
H -0.894 -1.300 -3.588
H -0.075 0.389 -3.310
H -0.684 -0.246 -4.861
C 2.307 4.412 -2.225
C 3.441 3.402 -2.738
O 4.088 2.974 -1.561
C 3.570 1.955 -0.776
O 2.605 1.192 -1.092
O 4.332 1.847 0.276
C 3.844 1.070 1.418
H 1.481 3.891 -1.742
H 1.713 4.921 -2.984
H 2.657 5.069 -1.429
H 4.119 3.886 -3.440
H 3.100 2.566 -3.349
H 4.150 0.025 1.378
H 2.756 1.002 1.447
H 4.260 1.303 2.398
*
```

Energy above the lowest of the compared OMol25 structures with the same formula, charge and spin (eV): 3.816
E_HOMO (eV): -3.2
DFT total energy (hartree): -2207.15039
Max |F| (eV/A): 4.889

(4)
DFT (ωB97M-V/def2-TZVPD) results for a structure of composition C19H43F3Li2N2O5 at a distorted geometry.

Structure (ORCA input):
```
! RIJCOSX wB97M-V def2-TZVPD def2/J DEFGRID3
* xyz 0 1
Li -1.294 0.538 2.845
Li 1.247 0.930 2.675
O 0.127 0.761 4.176
H 0.296 0.581 5.100
O -0.126 0.854 1.317
H 0.089 0.263 0.591
C 1.966 -0.859 -5.291
C 2.473 0.331 -4.457
N 1.506 1.397 -4.331
C 0.295 1.014 -3.622
C 0.488 0.473 -2.207
C 2.142 2.598 -3.804
C 1.206 3.793 -3.668
H 1.238 -1.462 -4.740
H 2.789 -1.527 -5.545
H 1.480 -0.497 -6.196
H 2.806 -0.049 -3.473
H 3.363 0.731 -4.950
H -0.321 1.908 -3.562
H -0.234 0.269 -4.217
H -0.473 0.204 -1.772
H 1.131 -0.418 -2.186
H 1.036 1.160 -1.553
H 2.942 2.871 -4.495
H 2.619 2.405 -2.823
H 1.781 4.719 -3.692
H 0.661 3.801 -2.720
H 0.474 3.809 -4.476
C -4.161 -1.766 5.352
C -3.200 -0.763 4.710
N -2.810 -1.062 3.329
C -3.879 -0.795 2.337
C -3.365 -0.277 1.027
C -2.218 -2.376 3.122
C -0.953 -2.596 3.941
H -5.095 -1.809 4.782
H -4.437 -1.434 6.354
H -3.741 -2.767 5.412
H -3.657 0.229 4.724
H -2.280 -0.672 5.295
H -4.457 -1.718 2.174
H -4.576 -0.085 2.786
H -2.676 -0.973 0.538
H -4.190 -0.143 0.320
H -2.829 0.672 1.093
H -2.007 -2.488 2.058
H -2.939 -3.183 3.362
H -1.188 -2.642 5.008
H -0.262 -1.757 3.814
H -0.478 -3.533 3.660
C 4.763 -3.288 -1.684
C 3.752 -2.187 -1.861
O 2.894 -2.009 -0.727
C 1.995 -2.948 -0.529
O 1.778 -3.897 -1.207
C 1.115 -2.638 0.706
F 1.006 -3.707 1.496
F 1.573 -1.626 1.442
F -0.108 -2.312 0.273
H 5.471 -3.062 -0.883
H 5.345 -3.393 -2.602
H 4.303 -4.248 -1.465
H 3.146 -2.374 -2.752
H 4.255 -1.236 -2.009
C 0.178 4.300 1.219
C -0.773 4.578 0.073
O -0.813 5.656 -0.456
C -1.691 3.453 -0.345
H -0.202 4.792 2.116
H 1.155 4.730 0.998
H 0.275 3.229 1.407
H -2.485 3.849 -0.976
H -2.113 2.980 0.540
H -1.125 2.697 -0.893
*
```

Energy above the lowest of the compared OMol25 structures with the same formula, charge and spin (eV): 0.245
E_HOMO (eV): -8.4
DFT total energy (hartree): -1550.23478
Max |F| (eV/A): 1.204

(5)
DFT (ωB97M-V/def2-TZVPD) results for a structure of composition C19H44AlBeBrCaCl2O16PS at a distorted geometry.

Structure (ORCA input):
```
! RIJCOSX wB97M-V def2-TZVPD def2/J DEFGRID3
* xyz 3 1
O -6.685 -7.200 5.150
S -5.870 -6.301 4.417
O -6.496 -5.045 4.072
O -5.159 -6.878 3.320
Cl -4.363 -5.709 5.793
C -6.552 -1.326 1.833
C -6.057 -2.703 1.339
C -4.559 -2.649 1.591
O -4.362 -1.778 2.772
C -5.664 -1.085 3.027
H -7.609 -1.309 2.086
H -6.370 -0.565 1.069
H -6.501 -3.496 1.946
H -6.294 -2.894 0.294
H -4.023 -2.188 0.760
H -4.123 -3.628 1.789
H -6.106 -1.533 3.897
H -5.487 -0.030 3.226
C -1.255 -4.013 0.581
C -1.014 -4.469 2.002
O -1.922 -4.590 2.790
C 0.422 -4.768 2.399
H -2.317 -3.838 0.435
H -0.713 -3.083 0.394
H -0.928 -4.782 -0.120
H 1.030 -3.869 2.284
H 0.818 -5.573 1.776
H 0.445 -5.083 3.444
Be 2.828 -4.787 3.066
O 2.155 -1.765 -2.664
P 2.336 -0.295 -2.547
O 0.776 0.162 -2.116
C 0.224 -0.230 -0.887
C 0.984 0.376 0.293
O 2.344 0.107 -4.093
C 2.921 -0.726 -5.136
C 1.843 -1.456 -5.907
O 2.915 1.228 -2.159
C 2.579 2.380 -2.918
C 1.153 2.895 -2.717
H 0.200 -1.320 -0.800
H -0.827 0.118 -0.898
H 2.003 -0.001 0.361
H 0.473 0.150 1.241
H 1.068 1.455 0.178
H 3.648 -1.423 -4.722
H 3.463 -0.056 -5.793
H 1.100 -1.906 -5.243
H 2.276 -2.238 -6.528
H 1.304 -0.762 -6.554
H 2.784 2.247 -3.981
H 3.274 3.156 -2.585
H 0.414 2.254 -3.231
H 1.068 3.910 -3.135
H 0.888 2.931 -1.642
C 4.815 5.579 -3.575
O 3.998 5.856 -2.432
C 4.717 5.737 -1.202
C 5.129 7.089 -0.654
O 6.079 7.712 -1.489
C 5.520 8.716 -2.328
H 4.284 5.927 -4.460
H 5.774 6.093 -3.520
H 4.984 4.501 -3.668
H 5.590 5.089 -1.323
H 4.036 5.258 -0.484
H 5.605 6.941 0.321
H 4.255 7.734 -0.506
H 5.308 9.616 -1.743
H 4.604 8.375 -2.816
H 6.253 8.960 -3.094
Br -4.300 -2.287 4.647
Ca -0.473 2.449 0.322
C -5.267 -4.321 9.973
C -4.749 -3.585 8.684
O -5.225 -4.240 7.651
H -4.926 -5.353 10.021
H -4.882 -3.796 10.850
H -6.354 -4.308 10.014
H -3.644 -3.548 8.815
H -5.026 -2.520 8.775
O 4.637 3.106 -8.405
Cl 5.179 2.398 -7.281
O 4.794 3.070 -6.049
O 6.607 2.369 -7.379
O 4.654 1.056 -7.256
Al -0.456 4.313 -3.656
*
```

E_HOMO (eV): -13.5
DFT total energy (hartree): -7120.86819
Max |F| (eV/A): 7.565

(6)
DFT (ωB97M-V/def2-TZVPD) results for a cluster of 3 separate species, C19H44N2O11P in total.

Structure (ORCA input):
```
! RIJCOSX wB97M-V def2-TZVPD def2/J DEFGRID3
* xyz 1 1
N -1.610 -1.216 -5.114
C -1.566 0.003 -4.290
C -2.509 -0.174 -3.085
C -1.862 -0.188 -1.706
N -0.509 -0.829 -1.763
C -0.477 -2.242 -2.263
C 0.635 -2.968 -1.523
O 0.476 -3.402 -0.425
O 1.820 -2.949 -2.155
C 0.433 0.032 -2.514
C -0.094 0.398 -3.927
P 1.111 -0.314 -5.103
O 1.465 -1.705 -4.797
O 0.526 -0.046 -6.547
O 2.358 0.684 -5.019
H -2.386 -1.807 -4.857
H -1.700 -0.990 -6.094
H -1.943 0.835 -4.881
H -3.090 -1.087 -3.201
H -3.240 0.632 -3.071
H -1.708 0.825 -1.345
H -2.475 -0.769 -1.025
H -0.171 -0.868 -0.797
H -0.303 -2.246 -3.337
H -1.435 -2.714 -2.062
H 1.832 -3.466 -2.975
H 1.399 -0.467 -2.565
H 0.576 0.940 -1.930
H -0.035 1.483 -4.022
H 0.806 -0.743 -7.160
H 2.290 1.330 -4.307
C 8.268 -2.253 2.362
O 6.889 -2.506 2.192
C 6.296 -3.191 3.281
C 4.865 -2.756 3.491
O 4.713 -1.461 4.049
C 4.976 -0.332 3.241
C 3.919 -0.040 2.200
O 3.974 -0.962 1.120
C 2.724 -1.299 0.592
H 8.858 -3.170 2.261
H 8.570 -1.554 1.584
H 8.471 -1.802 3.339
H 6.863 -3.016 4.202
H 6.300 -4.268 3.068
H 4.434 -3.428 4.236
H 4.286 -2.871 2.572
H 5.966 -0.381 2.784
H 4.974 0.512 3.935
H 4.090 0.971 1.807
H 2.932 -0.067 2.677
H 2.030 -1.618 1.380
H 2.872 -2.125 -0.097
H 2.281 -0.443 0.045
C -6.076 1.108 4.314
O -5.190 2.036 3.725
C -3.883 1.537 3.530
C -3.249 2.125 2.290
O -3.768 1.631 1.059
C -5.075 2.040 0.670
C -5.191 3.483 0.236
O -5.119 4.364 1.337
C -4.466 5.582 1.055
H -5.850 0.957 5.375
H -7.081 1.515 4.224
H -6.040 0.141 3.798
H -3.893 0.444 3.447
H -3.261 1.815 4.392
H -2.200 1.816 2.292
H -3.269 3.215 2.320
H -5.809 1.806 1.442
H -5.310 1.423 -0.202
H -6.162 3.612 -0.262
H -4.400 3.708 -0.491
H -3.483 5.411 0.602
H -4.329 6.103 2.000
H -5.063 6.213 0.387
*
```

E_HOMO (eV): -10.8
DFT total energy (hartree): -2028.58723
Max |F| (eV/A): 0.773

How do the records compare in Kohn-Sham gap? In the order shown, they have 0.2886; 0.3295; 0.1958; 0.3093; 0.0544; 0.2948 hartree.